1.
{
  "formula": "C26H66BFN5O9P2",
  "method": "wB97M-V/def2-TZVPD",
  "homo_energy_ev": -10.4,
  "gap_ev": 5.97,
  "lumo_energy_ev": -4.40,
  "energy_ev": -75866.6371,
  "total_charge": 1,
  "largest_force_ha_per_bohr": 0.12776,
  "symbols": ["C", "C", "B", "O", "P", "C", "C", "C", "F", "N", "C", "C", "C", "P", "N", "O", "O", "H", "H", "H", "H", "H", "H", "H", "H", "H", "H", "H", "H", "H", "H", "H", "H", "H", "H", "H", "H", "H", "C", "O", "C", "C", "N", "C", "C", "O", "C", "H", "H", "H", "H", "H", "H", "H", "H", "H", "H", "H", "H", "H", "H", "H", "C", "O", "C", "C", "N", "C", "C", "O", "C", "H", "H", "H", "H", "H", "H", "H", "H", "H", "H", "H", "H", "H", "H", "H", "C", "O", "C", "C", "N", "C", "C", "O", "C", "H", "H", "H", "H", "H", "H", "H", "H", "H", "H", "H", "H", "H", "H", "H"],
  "xyz": [[-0.447, 1.968, 3.725], [-1.916, 1.329, 4.094], [-2.608, 0.857, 2.681], [-3.192, 1.873, 1.770], [-2.721, -0.993, 2.064], [-2.136, -2.265, 3.357], [-0.532, -2.280, 3.672], [-0.251, -3.686, 4.533], [-0.041, -1.183, 4.537], [-2.075, -1.216, 0.420], [-0.707, -1.173, 0.369], [0.257, 0.129, 0.605], [0.076, -2.594, -0.037], [-4.899, -1.347, 1.871], [-5.122, -2.793, 1.126], [-5.605, -1.511, 3.463], [-5.694, -0.133, 0.883], [-0.309, 2.981, 4.328], [-0.363, 2.211, 2.559], [0.468, 1.291, 3.996], [-1.906, 0.524, 4.943], [-2.582, 2.229, 4.507], [-4.070, 2.218, 2.107], [-2.582, -3.336, 3.077], [-2.677, -1.979, 4.381], [0.169, -2.347, 2.739], [-0.687, -3.612, 5.641], [-0.860, -4.577, 4.022], [0.903, -3.907, 4.578], [1.139, 0.184, -0.190], [-0.382, 1.120, 0.420], [0.682, 0.220, 1.699], [0.422, -2.448, -1.162], [1.091, -2.663, 0.589], [-0.618, -3.521, 0.129], [-5.636, -3.450, 1.777], [-5.226, -0.819, 4.086], [-6.695, -0.240, 1.058], [7.952, -2.056, 1.757], [7.714, -0.670, 1.982], [8.135, 0.161, 0.892], [6.919, 0.745, 0.152], [6.201, -0.288, -0.598], [4.881, 0.134, -1.082], [3.829, 0.544, -0.030], [3.360, -0.535, 0.781], [4.202, -0.860, 1.877], [7.793, -2.582, 2.703], [7.244, -2.457, 1.028], [8.975, -2.236, 1.427], [8.812, -0.363, 0.207], [8.695, 0.991, 1.336], [7.258, 1.522, -0.542], [6.273, 1.213, 0.901], [6.071, -1.103, 0.001], [4.474, -0.712, -1.652], [5.015, 0.956, -1.795], [2.950, 0.902, -0.579], [4.155, 1.385, 0.590], [4.708, 0.017, 2.291], [4.928, -1.617, 1.575], [3.586, -1.304, 2.663], [-6.824, 8.658, 0.929], [-7.045, 7.414, 0.274], [-6.402, 7.324, -1.004], [-5.223, 6.337, -0.952], [-4.112, 6.873, -0.161], [-3.084, 5.880, 0.173], [-3.511, 4.663, 1.020], [-3.864, 4.982, 2.367], [-5.192, 5.455, 2.534], [-7.505, 8.714, 1.784], [-5.803, 8.718, 1.311], [-7.029, 9.499, 0.266], [-6.093, 8.305, -1.383], [-7.151, 6.925, -1.698], [-4.874, 6.137, -1.971], [-5.597, 5.401, -0.527], [-4.478, 7.253, 0.711], [-2.301, 6.416, 0.727], [-2.622, 5.526, -0.756], [-2.640, 4.002, 1.093], [-4.295, 4.067, 0.541], [-5.893, 4.994, 1.830], [-5.213, 6.542, 2.443], [-5.517, 5.212, 3.549], [0.993, -3.752, -7.644], [0.715, -4.966, -6.956], [1.811, -5.891, -6.972], [2.442, -6.010, -5.574], [3.163, -4.790, -5.206], [3.536, -4.722, -3.788], [2.399, -4.739, -2.746], [1.584, -3.565, -2.749], [0.563, -3.557, -3.735], [0.052, -3.204, -7.754], [1.677, -3.127, -7.066], [1.402, -3.941, -8.637], [2.558, -5.636, -7.733], [1.387, -6.865, -7.240], [3.139, -6.856, -5.564], [1.635, -6.223, -4.867], [2.578, -3.982, -5.417], [4.097, -3.786, -3.658], [4.236, -5.537, -3.569], [2.871, -4.766, -1.757], [1.783, -5.642, -2.804], [0.164, -4.557, -3.933], [0.938, -3.103, -4.654], [-0.255, -2.927, -3.377]],
  "lowdin_charge": [-0.12, -0.19, -0.48, -0.02, 0.94, -0.24, -0.30, -0.07, -0.10, -0.09, -0.30, -0.03, -0.03, 0.60, -0.22, -0.24, -0.24, 0.11, 0.08, 0.08, 0.10, 0.13, 0.12, 0.13, 0.13, 0.13, 0.11, 0.10, 0.10, 0.09, 0.11, 0.10, 0.09, 0.11, 0.10, 0.01, 0.08, 0.11, -0.11, -0.20, -0.20, -0.20, -0.05, -0.19, -0.22, -0.22, -0.09, 0.09, 0.07, 0.09, 0.12, 0.12, 0.12, 0.10, 0.07, 0.12, 0.12, 0.10, 0.11, 0.09, 0.07, 0.08, -0.11, -0.20, -0.20, -0.21, -0.05, -0.19, -0.23, -0.19, -0.09, 0.09, 0.07, 0.09, 0.12, 0.12, 0.12, 0.10, 0.07, 0.12, 0.12, 0.10, 0.11, 0.09, 0.07, 0.09, -0.11, -0.20, -0.20, -0.21, -0.06, -0.19, -0.21, -0.23, -0.09, 0.09, 0.07, 0.09, 0.12, 0.12, 0.12, 0.10, 0.07, 0.12, 0.12, 0.12, 0.11, 0.10, 0.07, 0.08]
}

=====

2.
{
  "formula": "C26H66F6O28P6",
  "method": "wB97M-V/def2-TZVPD",
  "homo_energy_ev": [-3.2, -3.2],
  "gap_ev": [5.15, 3.36],
  "spin_multiplicity": 2,
  "s2": 0.754,
  "lumo_energy_ev": [1.95, 0.16],
  "energy_ev": -157408.0995,
  "total_charge": -1,
  "largest_force_ha_per_bohr": 0.09407,
  "symbols": ["C", "O", "O", "C", "F", "F", "F", "C", "C", "H", "H", "H", "H", "H", "H", "C", "O", "O", "C", "F", "F", "F", "C", "C", "H", "H", "H", "H", "H", "H", "C", "O", "P", "O", "O", "C", "O", "C", "H", "H", "H", "H", "H", "H", "H", "H", "H", "C", "O", "P", "O", "O", "C", "O", "C", "H", "H", "H", "H", "H", "H", "H", "H", "H", "C", "O", "P", "O", "O", "C", "O", "C", "H", "H", "H", "H", "H", "H", "H", "H", "H", "C", "O", "P", "O", "O", "C", "O", "C", "H", "H", "H", "H", "H", "H", "H", "H", "H", "C", "O", "P", "O", "O", "C", "O", "C", "H", "H", "H", "H", "H", "H", "H", "H", "H", "C", "O", "P", "O", "O", "C", "O", "C", "H", "H", "H", "H", "H", "H", "H", "H", "H"],
  "xyz": [[3.403, 1.364, 4.048], [4.611, 0.846, 3.456], [2.963, 2.204, 3.050], [2.419, 0.229, 4.459], [1.153, 0.653, 4.773], [2.308, -0.575, 3.433], [2.785, -0.481, 5.559], [5.397, 0.021, 4.366], [6.792, -0.075, 3.711], [7.354, 0.858, 3.743], [7.399, -0.728, 4.338], [6.706, -0.318, 2.652], [5.005, -0.996, 4.394], [5.477, 0.325, 5.410], [3.670, 1.996, 4.896], [2.307, -0.579, -1.933], [1.785, -0.360, -0.624], [3.650, -0.110, -1.892], [1.910, -1.957, -2.550], [0.629, -2.050, -2.856], [2.512, -2.310, -3.689], [2.160, -3.012, -1.763], [0.361, -0.037, -0.477], [-0.043, 0.357, 0.982], [-1.097, 0.631, 1.013], [0.016, -0.463, 1.698], [0.552, 1.216, 1.292], [-0.334, -0.829, -0.756], [0.014, 0.782, -1.107], [1.840, 0.112, -2.635], [-1.344, -7.552, 1.224], [-1.139, -6.212, 0.898], [-2.492, -5.317, 0.641], [-3.297, -5.042, 1.820], [-1.928, -3.966, -0.113], [-0.979, -4.109, -1.143], [-3.137, -6.073, -0.648], [-4.253, -5.573, -1.330], [-1.789, -8.182, 0.453], [-2.135, -7.793, 1.934], [-0.467, -8.090, 1.584], [-1.163, -3.555, -2.064], [-0.914, -5.158, -1.433], [-0.020, -3.852, -0.693], [-3.988, -5.315, -2.356], [-4.649, -4.606, -1.019], [-5.086, -6.268, -1.429], [0.626, 4.693, 1.512], [0.315, 4.574, 0.125], [1.572, 4.349, -0.890], [2.562, 3.417, -0.366], [0.889, 3.713, -2.290], [1.660, 3.309, -3.399], [2.040, 5.885, -1.285], [1.084, 6.746, -1.872], [0.581, 5.730, 1.844], [1.638, 4.354, 1.732], [0.000, 4.099, 2.178], [2.698, 3.282, -3.067], [1.425, 3.964, -4.238], [1.305, 2.288, -3.536], [1.529, 7.322, -2.684], [0.880, 7.533, -1.146], [0.201, 6.245, -2.270], [5.466, -3.130, -1.406], [5.014, -3.782, -0.203], [4.699, -2.987, 1.211], [4.754, -1.473, 1.226], [3.372, -3.744, 1.744], [2.072, -3.194, 1.645], [5.835, -3.636, 2.213], [5.726, -3.562, 3.688], [6.463, -3.432, -1.727], [5.435, -2.044, -1.324], [4.717, -3.425, -2.141], [1.692, -2.731, 2.555], [1.269, -3.906, 1.456], [2.025, -2.402, 0.898], [4.679, -3.484, 3.981], [6.417, -2.766, 3.969], [6.127, -4.442, 4.191], [-2.160, -1.880, 2.666], [-2.094, -0.580, 3.200], [-3.393, 0.397, 3.350], [-4.138, 0.637, 2.100], [-4.307, -0.286, 4.449], [-5.633, 0.158, 4.823], [-2.730, 1.682, 4.086], [-2.166, 1.513, 5.300], [-1.673, -2.015, 1.701], [-3.146, -2.344, 2.624], [-1.618, -2.511, 3.370], [-6.108, 1.001, 4.320], [-5.602, 0.338, 5.898], [-6.289, -0.693, 4.640], [-2.973, 1.554, 6.031], [-1.333, 2.191, 5.485], [-1.764, 0.522, 5.509], [-2.324, 0.125, -3.476], [-1.023, 0.117, -3.896], [-0.808, -0.178, -5.500], [-1.739, -1.152, -6.107], [-0.885, 1.273, -6.135], [-1.083, 1.470, -7.526], [0.748, -0.618, -5.600], [1.847, 0.299, -5.924], [-3.105, 0.048, -4.233], [-2.529, 1.084, -3.000], [-2.588, -0.581, -2.689], [-1.643, 0.610, -7.894], [-0.161, 1.679, -8.068], [-1.756, 2.321, -7.634], [2.733, 0.048, -5.341], [1.623, 1.311, -5.586], [2.131, 0.427, -6.969], [-6.578, 2.932, -2.094], [-6.055, 4.050, -1.323], [-4.531, 4.480, -1.706], [-4.326, 5.173, -3.050], [-4.020, 5.282, -0.421], [-2.715, 5.738, -0.381], [-3.671, 3.079, -1.616], [-3.748, 2.277, -0.476], [-7.510, 3.244, -2.566], [-6.826, 2.116, -1.416], [-5.861, 2.581, -2.836], [-2.137, 5.531, -1.282], [-2.066, 5.330, 0.393], [-2.795, 6.806, -0.179], [-4.543, 2.448, 0.250], [-2.775, 2.266, 0.016], [-3.848, 1.290, -0.927]],
  "mulliken_spin": [0.00, 0.00, 0.00, 0.00, 0.00, 0.00, 0.00, 0.00, 0.00, 0.00, 0.00, 0.00, 0.00, 0.00, 0.00, 0.02, -0.03, 0.93, 0.04, 0.00, 0.00, 0.00, 0.03, 0.00, 0.00, 0.00, 0.00, 0.00, 0.00, 0.01, 0.00, 0.00, 0.00, 0.00, 0.00, 0.00, 0.00, 0.00, 0.00, 0.00, 0.00, 0.00, 0.00, 0.00, 0.00, 0.00, 0.00, 0.00, 0.00, 0.00, 0.00, 0.00, 0.00, 0.00, 0.00, 0.00, 0.00, 0.00, 0.00, 0.00, 0.00, 0.00, 0.00, 0.00, 0.00, 0.00, 0.00, 0.00, 0.00, 0.00, 0.00, 0.00, 0.00, 0.00, 0.00, 0.00, 0.00, 0.00, 0.00, 0.00, 0.00, 0.00, 0.00, 0.00, 0.00, 0.00, 0.00, 0.00, 0.00, 0.00, 0.00, 0.00, 0.00, 0.00, 0.00, 0.00, 0.00, 0.00, 0.00, -0.01, 0.00, 0.00, 0.00, 0.00, 0.00, 0.00, 0.00, 0.00, 0.00, 0.00, 0.00, 0.00, 0.00, 0.00, 0.00, 0.00, 0.00, 0.00, 0.00, 0.00, 0.00, 0.00, 0.00, 0.00, 0.00, 0.00, 0.00, 0.00, 0.00, 0.00, 0.00, 0.00]
}